(1)
44
Properties=species:S:1:pos:R:3 method="wB97M-V/def2-TZVPD" smiles="O=C(Nc1ccc2c(c1)OCO2)C1CCN(S(=O)(=O)c2cccs2)CC1" relative_energy_kcal_mol=0.0 homo_lumo_gap_ev=8.492 energy_ha=-1940.68228 multiplicity=1
N -1.21989 1.44240 2.03712
O 2.86284 -3.67647 -4.65586
C 0.41702 -1.97535 -2.48280
C 0.03254 1.04591 1.43512
H -0.24035 6.69295 3.49449
O -0.21465 0.70514 4.31041
H -3.23459 1.07519 2.06556
H 2.60478 -4.43925 -6.55314
H -0.76178 -2.31479 1.21741
C 0.71668 3.60701 4.33684
H 1.21632 -0.71328 1.06121
H 2.06439 -3.31353 -2.01399
C 1.14583 -2.28498 -5.11774
H 1.80554 5.49707 4.61155
H -2.47774 1.03374 0.45053
C -0.48465 3.23031 3.82020
H -3.05477 -1.25761 1.11685
N 0.08224 -1.84924 -1.12912
H -1.11848 -0.70087 -3.23294
C -2.20961 -0.77400 1.60807
C 0.92082 5.00131 4.25578
C 1.85099 -2.93801 -4.10524
H 1.40886 2.90261 4.75984
C -0.89770 -1.25342 0.97575
C -0.13040 5.64274 3.67857
C -2.36664 0.74186 1.49704
H 3.71413 -3.03316 -6.41915
O 1.70142 -2.60044 -6.33155
H 0.82629 1.60141 1.93967
O -1.72003 -0.45867 -1.16343
C 2.77323 -3.47286 -6.05113
S -1.16194 1.59786 3.69939
H -2.21031 -1.04783 2.66572
H -0.46845 -0.97183 -5.61026
H 0.37543 -0.69488 2.62350
C -0.91806 -1.12519 -0.54906
C 0.28008 -0.45834 1.56250
H 0.00289 1.34312 0.38181
C 1.51076 -2.80197 -2.78482
O -2.50207 1.61786 4.19938
C -0.28230 -1.32649 -3.49260
C 0.07601 -1.47475 -4.82967
S -1.39016 4.56138 3.22685
H 0.67549 -2.38267 -0.50865


(2)
41
Properties=species:S:1:pos:R:3 method="wB97M-V/def2-TZVPD" total_charge=-2 homo_lumo_gap_ev=3.120 energy_ha=-1637.32892 multiplicity=1
C -1.53567 -0.69710 0.31554
C 1.80137 1.62854 -0.77303
C -1.60464 -3.11677 0.57661
N 0.92742 0.89811 -1.51627
C 1.98171 3.29135 -2.52709
H -3.48990 -0.02388 -1.59775
C 0.60369 1.34525 -2.73403
C -1.16579 -1.54347 4.00378
H -1.26584 0.39731 2.13227
H -0.10467 0.73331 -3.28946
C 2.20085 1.12905 0.49968
H 1.36282 -0.71487 0.15488
Te 0.27997 -3.26914 -2.55456
H 3.37677 1.51469 2.25725
C 1.10123 2.51446 -3.27545
H -1.94982 -0.89654 4.41218
H -1.74179 -4.08461 0.10868
N 1.70361 -0.07179 0.93346
C -1.66712 -1.99027 -0.25603
C -1.32024 -1.70807 2.51541
O -2.91719 -3.51728 -1.97464
S -2.21480 -2.21317 -1.95577
H -1.39485 -3.85844 2.56677
C -1.43685 -2.97489 1.93595
H 3.58059 4.55408 -0.74981
H 2.17919 -0.50625 1.71145
C 2.34045 2.86270 -1.23251
H -0.20180 -1.08672 4.24099
C 3.06556 1.89354 1.28823
H -4.43030 -1.20608 -2.54292
H 4.19945 3.69735 1.49492
H -4.32520 -1.38060 -0.77043
H 2.39572 4.21720 -2.91618
H -1.22112 -2.51268 4.50146
C 3.54252 3.11768 0.85014
H -1.72857 0.19612 -0.28579
Pd 0.23528 -1.39292 -0.89951
C 3.19400 3.60385 -0.39585
C -3.80552 -1.06091 -1.66718
C -1.35814 -0.58816 1.68870
H 0.80760 2.81997 -4.27407


(3)
41
Properties=species:S:1:pos:R:3 method="wB97M-V/def2-TZVPD" total_charge=-1 relative_energy_kcal_mol=5.1 homo_lumo_gap_ev="5.912 / 5.905" energy_ha=-1092.67092 multiplicity=1
C -1.73400 -1.16934 0.94951
H 3.91586 -3.12920 0.17762
H -1.67425 -1.82505 1.82714
C 1.73192 2.48661 -0.02999
C 1.66118 1.08643 0.07472
H 0.48523 -1.14260 3.52473
N -4.16568 1.57934 0.08783
C 1.73065 -5.69158 0.61339
C 2.94408 -5.02759 0.48233
H -4.54652 1.74463 1.00263
H 3.87400 -5.58096 0.54599
C -0.02262 0.61817 2.42982
H -0.40534 -5.47160 0.63248
H -1.96948 -1.82295 0.09760
H 4.94724 2.92780 -1.04225
H -0.33137 -3.01912 0.26128
C 2.88644 3.13816 -0.42572
C -3.08242 0.72657 -0.02501
H 4.89651 0.44272 -0.88677
H -2.68994 0.43670 2.02123
N 2.87389 -0.99703 -0.18223
C 2.84010 0.38918 -0.26319
C 4.04351 2.41313 -0.73739
C 1.78988 -2.93635 0.19220
C 0.57938 -3.59757 0.32245
H 0.96878 0.38054 4.33305
O -2.39660 0.73032 -1.02862
C 2.97881 -3.65728 0.27741
H -4.18374 2.34434 -0.56500
C 0.90121 -0.14266 3.37444
N 1.74182 -1.51673 -0.02806
C 4.02052 1.03862 -0.65302
O -0.71089 1.51777 2.89057
H 2.90225 4.22167 -0.48537
H -3.85870 -0.68400 1.33762
Pt 0.05600 -0.07447 0.58511
C 0.54957 -4.96947 0.53265
H 0.85504 3.07232 0.22712
H 1.88695 -0.26390 2.92330
H 1.70837 -6.76242 0.77770
C -2.88688 -0.19945 1.15314